[1]
C5H13ClO3Si | wB97M-V/def2-TZVPD

Cartesian coordinates (Å):
Cl 2.406 2.016 -3.092
Si -0.167 -0.071 -0.101
O -0.925 1.349 0.297
O 0.566 -0.623 1.273
O -1.143 -1.290 -0.613
C 1.312 -1.740 1.108
C 1.218 0.270 -1.349
C -0.806 1.787 1.606
C 0.919 1.454 -2.267
C -2.228 -1.480 0.230
H -0.969 2.890 1.696
H 0.636 -2.558 0.743
H 2.014 -1.537 0.334
H -1.895 -1.562 1.258
H 2.111 0.496 -0.754
H 1.428 -0.644 -1.891
H 0.496 2.281 -1.713
H -1.478 1.212 2.262
H 0.224 1.562 1.893
H -2.807 -2.375 -0.044
H -2.881 -0.619 0.144
H 0.185 1.241 -3.040
H 1.785 -2.061 2.021

Net charge: 0
Highest occupied orbital energy (eV): -10.3
Max |F| (eV/Å): 3.00
Orbital gap (eV): 11.15
2S+1: 1
Electronic energy (eV): -31941.1257

Results of the natural (NBO) charge analysis, in e, for atoms 1 through 4:
1 Cl -0.0840
2 Si 2.3133
3 O -0.9073
4 O -0.9050

[2]
C22H41O16PSSi2 | wB97M-V/def2-TZVPD

Cartesian coordinates (Å):
S -0.289 4.812 -0.626
P -0.118 2.909 -0.096
Si -1.870 2.067 3.633
Si -2.095 2.265 0.767
O 2.391 -4.235 3.827
O 2.677 -2.778 -3.886
O 2.103 -2.098 0.801
O 3.569 -1.955 2.505
O 0.499 3.028 -7.037
O -1.909 1.240 2.124
O 1.404 -4.135 5.830
O 1.679 2.975 -5.121
O 1.465 -2.537 -5.766
O -4.807 -1.053 -3.902
O 0.110 4.539 -5.417
O 3.387 -3.127 5.515
O 4.113 -3.095 0.663
O -6.938 -0.962 -4.573
O -6.358 -2.314 -2.872
O 1.113 -1.184 -4.003
C 2.848 -1.957 -2.730
C -1.797 -0.568 -0.450
C 4.782 -2.651 2.804
C -3.077 0.117 -0.978
C -3.267 1.617 -0.560
C 1.534 -1.233 -2.638
C -6.260 0.099 -5.247
C 1.289 -5.145 3.778
C 1.830 3.902 -4.044
C 0.739 3.472 -5.965
C -6.064 -1.521 -3.702
C -0.142 3.549 5.295
C -0.109 2.667 3.986
C 0.439 -4.691 4.935
C 0.894 1.503 4.252
C 0.508 4.621 -4.045
C -4.814 -0.302 -5.118
C 1.727 -2.200 -4.661
C 2.481 -3.769 5.099
C 1.125 0.605 3.004
C 3.161 -2.356 1.281
C 5.311 -2.997 1.438
H -0.101 -5.509 5.408
H 2.025 3.382 -3.107
H -4.307 1.740 -0.219
H 1.805 -0.202 3.317
H -3.956 -0.483 -0.720
H 3.688 -1.279 -2.900
H -2.243 1.176 4.755
H -3.171 2.262 -1.449
H 0.225 2.171 -1.262
H 0.293 3.287 3.169
H -0.240 4.124 -3.427
H -4.144 0.553 -5.049
H -2.864 3.150 3.602
H 1.870 1.943 4.501
H 1.636 -0.232 -2.223
H -0.865 -0.065 -0.750
H -6.587 0.172 -6.283
H -4.483 -0.947 -5.934
H -1.822 -0.780 0.625
H 5.860 -3.935 1.423
H 2.670 4.565 -4.263
H -2.674 3.523 1.284
H 0.508 0.875 5.065
H 1.664 -6.163 3.906
H 0.593 5.658 -3.728
H 5.462 -2.018 3.371
H 0.758 3.372 5.895
H -1.750 -1.561 -0.930
H -1.061 3.315 5.853
H 4.546 -3.530 3.394
H -6.482 1.040 -4.738
H -3.021 0.090 -2.076
H 0.916 2.858 0.889
H -0.272 -3.911 4.653
H 3.054 -2.563 -1.850
H 1.644 1.133 2.194
H -0.156 4.622 5.063
H 0.794 -1.786 -2.055
H 5.942 -2.209 1.018
H 0.772 -5.075 2.823
H 0.211 0.109 2.657

Net charge: 0
Highest occupied orbital energy (eV): -8.7
Max |F| (eV/Å): 1.93
Orbital gap (eV): 8.88
2S+1: 1
Electronic energy (eV): -92120.5549

Results of the Löwdin charge analysis, in e, for atoms 1 through 4:
1 S 0.0403
2 P 0.2349
3 Si 0.5737
4 Si 0.3669

[3]
H9NO3 | wB97M-V/def2-TZVPD

Cartesian coordinates (Å):
O 0.146 2.126 0.583
O 1.614 0.454 -1.092
O -1.974 -0.574 -0.117
N 0.603 -2.079 0.516
H 0.920 -2.761 -0.171
H 0.837 -2.390 1.454
H -0.384 -1.798 0.414
H -2.175 0.347 0.116
H -2.851 -0.997 -0.117
H 1.130 -0.330 -0.810
H -0.418 1.376 0.373
H 1.535 1.045 -0.307
H -0.447 2.879 0.675

Net charge: +1
Highest occupied orbital energy (spin up / spin down) (eV): -15.9 / -15.4
Max |F| (eV/Å): 1.32
Orbital gap (spin up / spin down) (eV): 12.09 / 5.12
2S+1: 2
Electronic energy (eV): -7768.5698
Relative energy (zero: lowest compared OMol25 entry of this formula, charge and spin) (kcal per mole): 0.0

Results of the natural (NBO) charge analysis, in e, for atoms 1 through 4:
1 O -0.9435
2 O -0.6893
3 O -0.9807
4 N -0.5610

[4]
BrH8NSi3 | wB97M-V/def2-TZVPD

Cartesian coordinates (Å):
Br 3.032 0.039 -0.336
Si -0.024 -1.687 0.239
Si 1.304 1.194 0.453
Si -1.519 0.671 -0.727
N 0.057 0.063 0.106
H -1.409 2.144 -0.874
H 0.852 2.454 -0.298
H 1.710 1.211 1.869
H 0.462 -2.214 -1.086
H -1.721 -0.538 -1.413
H -1.431 -1.921 0.663
H 1.101 -2.084 1.099
H -2.414 0.668 0.302

Net charge: 0
Highest occupied orbital energy (eV): -9.4
Max |F| (eV/Å): 4.42
Orbital gap (eV): 9.87
2S+1: 1
Electronic energy (eV): -95295.8752
Relative energy (zero: lowest compared OMol25 entry of this formula, charge and spin) (kcal per mole): 23.4

Results of the natural (NBO) charge analysis, in e, for atoms 1 through 4:
1 Br -0.3543
2 Si 1.0755
3 Si 1.2515
4 Si 1.0808

[5]
C3H6FN2 | wB97M-V/def2-TZVPD

Cartesian coordinates (Å):
F -2.577 -0.020 -0.029
N -0.536 -1.103 -0.279
N -0.592 1.047 0.141
C -1.310 -0.015 -0.032
C 0.859 0.861 -0.082
C 0.828 -0.658 0.075
H 1.537 1.400 0.695
H 1.464 -1.402 -0.611
H 1.127 1.104 -1.113
H -0.736 -2.105 -0.214
H -1.046 1.903 0.317
H 0.982 -1.013 1.132

Net charge: +1
Highest occupied orbital energy (eV): -15.3
Max |F| (eV/Å): 4.63
Orbital gap (eV): 11.84
2S+1: 1
Electronic energy (eV): -8898.6358
Relative energy (zero: lowest compared OMol25 entry of this formula, charge and spin) (kcal per mole): 1.5
Structure (SMILES): FC1=[NH+]CCN1

Results of the natural (NBO) charge analysis, in e, for atoms 1 through 4:
1 F -0.2051
2 N -0.5740
3 N -0.5392
4 C 0.8979

[6]
C12H28AgClN4O4 | wB97M-V/def2-TZVPD

Cartesian coordinates (Å):
Ag -2.429 1.006 -4.032
Cl -0.959 -0.279 -0.165
O -7.231 -4.428 1.705
O 5.779 -2.691 -2.449
O 1.825 2.776 -4.816
O -2.257 3.405 6.050
N 3.097 2.809 -3.048
N -5.159 -3.623 1.144
N 3.895 -2.499 -1.291
N -1.319 2.684 4.197
C 4.171 3.093 -2.079
C 3.883 3.796 -5.186
C 4.583 -2.482 -2.434
C 3.768 -2.213 -3.661
C -7.167 -2.171 1.137
C -2.245 2.623 5.132
C -4.279 -4.746 1.430
C -0.197 3.672 4.205
C -3.348 1.604 4.910
C 4.428 -2.870 -0.001
C -6.488 -3.502 1.368
C 2.884 3.121 -4.336
H 3.950 4.855 -4.939
H -3.522 1.069 5.844
H 5.241 -3.563 -0.219
H -3.162 0.953 4.056
H 3.779 3.716 -6.269
H 5.187 3.094 -2.475
H -7.607 -1.614 1.965
H -1.327 1.994 3.459
H 3.949 4.044 -1.597
H -4.287 2.113 4.694
H -4.707 -5.558 2.018
H 4.863 3.360 -4.994
H 2.765 -1.791 -3.593
H 4.127 2.279 -1.356
H -4.115 -5.247 0.476
H 2.260 2.384 -2.675
H -7.972 -2.306 0.415
H 3.630 -3.327 0.584
H -6.451 -1.451 0.740
H -0.075 4.219 3.270
H -0.256 4.384 5.029
H 3.684 -3.094 -4.298
H 0.733 3.151 4.432
H 3.012 -2.009 -1.301
H -3.357 -4.416 1.908
H 4.266 -1.456 -4.266
H -4.628 -2.859 0.751
H 4.784 -2.007 0.563

Net charge: 0
Highest occupied orbital energy (eV): -8.4
Max |F| (eV/Å): 3.09
Orbital gap (eV): 4.26
2S+1: 1
Electronic energy (eV): -43567.7807
Relative energy (zero: lowest compared OMol25 entry of this formula, charge and spin) (kcal per mole): 129.2

Results of the natural (NBO) charge analysis, in e, for atoms 1 through 4:
1 Ag 0.8735
2 Cl -0.8699
3 O -0.6381
4 O -0.6340

[7]
C6H10O4 | wB97M-V/def2-TZVPD

Cartesian coordinates (Å):
O 0.628 1.532 -1.285
O 0.452 1.657 2.248
O -0.477 -1.743 -2.110
O 1.349 -1.843 1.170
C 0.242 -0.992 -1.169
C -0.954 0.820 0.430
C 0.311 -1.508 0.274
C -0.043 0.505 1.633
C 0.996 -0.468 1.077
C -0.342 0.500 -1.006
H 1.205 -0.809 -1.586
H -1.828 0.154 0.517
H 0.648 2.269 1.501
H -1.128 0.597 -1.791
H -0.608 -1.957 0.655
H 0.830 1.518 -2.252
H -1.163 -2.303 -1.613
H -0.655 0.022 2.381
H 1.704 0.169 0.507
H -1.166 1.881 0.419

Net charge: 0
Highest occupied orbital energy (eV): -9.8
Max |F| (eV/Å): 2.61
Orbital gap (eV): 10.32
2S+1: 1
Electronic energy (eV): -14570.6245
Relative energy (zero: lowest compared OMol25 entry of this formula, charge and spin) (kcal per mole): 85.0
Structure (SMILES): O[C@@H]1[C@H]2O[C@@H]2[C@@H](O)C[C@H]1O

Results of the natural (NBO) charge analysis, in e, for atoms 1 through 4:
1 O -0.7472
2 O -0.6944
3 O -0.7034
4 O -0.4346

[8]
C5H13NSi | wB97M-V/def2-TZVPD

Cartesian coordinates (Å):
Si -1.577 0.354 0.500
N -0.303 1.224 -0.102
C 2.645 0.579 -0.233
C 2.649 -0.516 -1.089
C -2.718 0.104 -1.025
C -0.878 -1.413 0.932
C 2.098 0.652 0.987
H 1.989 -1.323 -0.739
H 2.856 -0.547 -2.166
H -0.298 -1.395 1.940
H 1.460 -0.118 1.349
H -2.179 0.633 1.803
H -1.716 -2.086 1.187
H -3.764 0.307 -0.548
H -2.533 0.952 -1.676
H 3.155 1.441 -0.741
H -0.275 2.182 -0.454
H 2.217 1.663 1.466
H -2.633 -0.967 -1.538
H -0.195 -1.728 0.147

Net charge: 0
Highest occupied orbital energy (spin up / spin down) (eV): -7.9 / -9.5
Max |F| (eV/Å): 4.64
Orbital gap (spin up / spin down) (eV): 6.59 / 9.18
2S+1: 1
Electronic energy (eV): -14759.1854
Relative energy (zero: lowest compared OMol25 entry of this formula, charge and spin) (kcal per mole): 112.4

Results of the natural (NBO) charge analysis, in e, for atoms 1 through 4:
1 Si 1.4874
2 N -0.9545
3 C -0.2804
4 C -0.3027